(1)
The following is a quantum chemistry calculation of a structure of composition C35H55BBr8N3O5PS3 in a non-equilibrium geometry, from OMol25.

XYZ file:
```
111
Properties=species:S:1:pos:R:3:forces:R:3:lowdin_charge:R:1
C 3.649236 0.338777 3.088775 -0.3 0.2 -0.6 -0.12
C 4.408996 1.297293 2.157095 0.0 -0.2 1.2 -0.25
C 3.675282 2.629091 1.981076 0.2 -0.3 -0.7 -0.20
C 3.867407 3.252111 0.560741 -0.5 -0.7 0.4 -0.14
C 2.605390 3.035257 -0.247402 0.3 0.5 0.1 -0.14
C 1.501828 3.870714 0.019852 0.0 -0.6 0.0 -0.42
S 1.573241 5.161857 1.244051 -0.2 0.5 0.0 0.89
C 0.324184 3.656299 -0.685474 -0.1 0.2 -0.1 -0.10
C 0.228025 2.651887 -1.648594 0.0 -0.2 -0.2 -0.07
C 1.313823 1.823266 -1.941702 0.2 -0.4 0.6 -0.16
P 1.112891 0.538030 -3.243326 -0.2 1.5 -2.0 0.79
N 1.099067 1.070212 -4.710798 0.3 -0.1 0.3 -0.28
C 2.503695 2.025657 -1.210732 0.2 0.5 0.3 -0.16
N 3.677790 1.190240 -1.386328 -1.1 -1.2 -0.9 -0.04
C 3.463694 -0.167045 -0.843792 0.2 0.0 0.7 -0.07
C 4.188495 1.237932 -2.698412 0.0 0.0 -0.1 -0.56
C 4.985177 0.050379 -3.185675 -0.4 0.2 0.5 -0.06
O 3.956467 2.192756 -3.396867 0.1 0.4 -0.2 0.05
C -1.121742 2.518476 -2.330221 0.2 0.1 0.8 -0.32
O -1.223921 2.396762 -3.516613 -0.1 -0.1 -0.6 0.13
C -2.291458 2.620748 -1.399174 0.0 0.2 0.4 0.06
B -3.491875 1.606415 -1.503438 -0.4 -0.4 -1.1 -0.41
O -4.495682 1.488644 -0.542656 0.7 0.2 0.4 0.09
C -3.579831 0.576836 -2.693829 -0.2 0.3 0.2 -0.19
C -3.004311 -0.740636 -2.125500 0.3 0.5 0.2 -0.12
C -2.177590 3.607867 -0.493319 -0.7 -0.1 0.2 -0.08
C -3.171907 3.978012 0.568924 0.5 1.0 0.2 -0.11
C -2.726503 3.341453 1.908209 -0.2 -0.6 -0.3 -0.21
C -3.723181 2.284481 2.413640 0.0 0.6 1.1 -0.47
S -2.789604 0.844545 2.989630 0.3 -0.4 -0.8 0.97
C -3.867698 -0.494293 2.750679 -0.3 0.5 -0.2 -1.12
S -5.490574 -0.333759 2.702401 -0.2 -0.1 -0.1 0.75
N -3.180663 -1.716621 2.606802 0.2 0.0 0.7 -0.23
C -3.656957 -2.699952 3.591175 0.6 -1.4 -0.1 -0.28
C -2.759301 -3.987572 3.348630 -1.1 0.4 -0.4 -0.18
O -3.026060 -4.595278 2.046559 3.0 1.1 1.2 -0.41
C -2.573699 -3.624493 1.093567 -0.5 -0.2 -0.3 -0.20
C -3.198995 -2.210281 1.203522 0.6 -0.2 0.8 -0.18
C -0.926632 4.445767 -0.450595 0.3 -0.9 -0.4 -0.32
O -0.947843 5.625805 -0.252946 -0.1 0.7 0.2 0.12
H 2.842435 -0.123012 2.511692 -0.1 -0.1 0.1 0.07
H 3.172010 0.873526 3.909933 0.2 0.0 0.2 0.08
H 4.302352 -0.442312 3.465148 -0.1 -0.1 0.1 -0.01
H 4.577281 0.774571 1.222712 0.2 0.2 -0.2 0.07
H 5.375647 1.474904 2.633811 0.2 0.1 -0.3 0.10
H 2.614537 2.423878 2.142825 -0.1 0.2 0.1 0.09
H 4.008947 3.339560 2.735841 -0.1 0.0 0.1 0.11
H 4.690419 2.742751 0.071820 0.2 0.2 -0.1 0.11
H 4.069234 4.312859 0.670310 0.0 0.1 -0.3 0.09
H 1.787030 4.443792 2.357775 0.2 -0.3 -0.3 -0.12
H -0.127197 -0.075361 -2.946357 0.4 -0.4 0.6 0.01
H 2.165741 -0.387467 -3.161781 -0.5 -0.3 0.8 -0.01
H 1.223385 2.072999 -4.743872 -0.1 0.0 -0.3 -0.02
H 2.752588 -0.095253 -0.023953 0.0 0.0 0.0 0.09
H 4.371190 -0.595562 -0.419876 0.2 0.1 -0.1 0.09
H 3.071503 -0.884831 -1.560751 0.0 0.1 -0.1 0.06
H 5.606029 0.359106 -4.014160 0.0 0.0 -0.1 0.05
H 4.287656 -0.716976 -3.522696 0.0 -0.1 -0.1 0.08
H 5.580908 -0.351324 -2.374343 0.1 -0.1 -0.1 0.02
H -4.279214 0.786483 0.083353 -0.4 -0.1 0.1 0.07
H -4.630758 0.433316 -2.954265 0.1 0.0 0.1 0.02
H -3.072990 0.909610 -3.596138 0.2 -0.2 0.0 0.09
H -2.144621 -0.514536 -1.476993 0.2 -0.1 -0.1 0.06
H -3.720735 -1.235894 -1.470483 -0.2 -0.1 -0.2 0.03
H -2.647924 -1.417543 -2.898682 -0.2 -0.1 0.0 0.07
H -4.208388 3.799038 0.308855 0.0 -0.4 0.0 0.12
H -3.077026 5.059726 0.686977 -0.1 0.1 -0.1 0.12
H -2.558098 4.082063 2.685334 0.0 0.1 -0.1 0.11
H -1.768711 2.843298 1.738337 0.1 0.1 0.1 0.08
H -4.496367 2.023141 1.700830 0.2 -0.2 -0.1 0.03
H -4.239867 2.678520 3.288031 -0.2 0.0 0.0 0.08
H -4.755221 -2.934830 3.428938 2.1 1.2 1.4 -0.04
H -3.471149 -2.422478 4.630335 0.2 0.6 -0.2 0.12
H -1.706717 -3.707654 3.330990 0.1 0.1 0.5 0.12
H -2.976847 -4.744269 4.096570 0.1 -0.1 0.1 0.12
H -1.485864 -3.580552 1.173501 0.1 0.2 0.0 0.12
H -2.834518 -4.034508 0.118779 0.0 0.1 -0.1 0.13
H -4.219024 -2.159018 0.825958 0.0 -0.1 -0.3 0.07
H -2.536223 -1.553396 0.638514 -0.2 0.1 -0.2 0.11
Br -5.274453 -4.299007 2.157248 -5.0 -1.8 -3.1 1.07
C -6.945238 -3.855190 1.198392 -0.1 -0.2 0.9 -0.61
C -7.947843 -4.980113 1.215666 -0.1 0.1 -0.2 -0.69
Br -7.459540 -6.393837 -0.035050 0.0 0.0 0.0 0.59
H -6.646627 -3.572323 0.193641 0.0 -0.1 0.1 -0.01
H -7.352678 -2.985683 1.713725 -0.1 0.0 -0.1 0.05
H -8.925643 -4.636011 0.883870 0.0 0.0 0.0 0.05
H -8.042755 -5.444062 2.191523 0.0 0.0 0.0 0.05
Br 6.090293 -3.024682 2.291040 0.0 0.1 0.0 0.61
C 7.469456 -3.045877 3.665108 -0.1 -0.2 -0.1 -0.69
C 6.900382 -2.730734 5.022296 0.1 0.2 0.1 -0.69
Br 6.539870 -0.829976 5.214342 0.0 0.0 0.1 0.65
H 8.233211 -2.340763 3.354855 0.0 0.0 0.0 0.05
H 7.877208 -4.054044 3.647210 0.0 0.0 0.0 0.06
H 7.619969 -2.968213 5.802569 0.0 0.0 0.0 0.06
H 5.968805 -3.250102 5.220702 0.0 0.0 -0.1 0.05
Br -5.434366 -1.318718 -4.844672 -0.1 -0.2 0.0 0.71
C -6.537218 -2.605332 -3.882855 0.0 0.1 -0.3 -0.67
C -7.580879 -1.932509 -3.032323 0.0 -0.1 0.2 -0.66
Br -6.820499 -1.190822 -1.401033 0.0 0.2 -0.1 0.71
H -5.860555 -3.228156 -3.306816 0.0 0.0 0.1 0.05
H -7.011271 -3.205609 -4.656190 0.0 0.0 0.0 0.06
H -8.320609 -2.656493 -2.697733 0.0 0.0 0.0 0.06
H -8.078809 -1.116165 -3.544825 0.0 0.0 0.0 0.05
Br 8.368471 -0.554791 -2.563512 0.2 0.0 -0.1 0.66
C 9.161503 0.776029 -3.747210 0.2 -0.2 0.2 -0.68
C 8.957863 2.166257 -3.209839 -0.2 0.2 -0.2 -0.68
Br 7.131034 2.750677 -3.510283 0.1 0.1 0.1 0.73
H 8.716386 0.634075 -4.726405 0.0 0.0 0.0 0.05
H 10.219461 0.527074 -3.792304 0.0 0.0 0.0 0.06
H 9.586533 2.880337 -3.737610 0.0 -0.1 0.0 0.06
H 9.148447 2.240761 -2.144277 0.0 -0.1 0.0 0.05
```
Forces are in eV/Å.

For the LUMO energy, the calculation gives -0.805 eV. The calculation puts the molar mass at 1375.1 g/mol. As for the multiplicity: 1. The calculation puts the HOMO energy at -7.949 eV. The value obtained for the maximum force is 6.14 eV/Å. The value obtained for the total energy is -24059.8686 Ha.

=====

(2)
The following is a quantum chemistry calculation of a cluster of 8 separate species, C42H105ClN7O18 in total in a non-equilibrium geometry, from OMol25.

XYZ file:
```
173
Properties=species:S:1:pos:R:3:forces:R:3:lowdin_charge:R:1
Cl 17.099864 2.612917 23.710455 0.6 -0.2 0.2 0.62
O 15.759609 3.086442 23.640373 -1.1 0.3 0.2 -0.36
O 17.920748 3.546807 24.446403 0.3 0.7 -0.6 -0.37
O 17.193257 1.385594 24.456983 -0.3 -0.8 -0.4 -0.36
O 17.561418 2.430346 22.335843 0.4 0.0 0.7 -0.37
C 18.151302 2.320971 27.887271 0.3 0.3 1.0 -0.08
O 18.315336 3.130997 29.048910 -0.2 0.1 0.3 -0.22
C 19.647854 3.196440 29.517286 -0.4 0.6 -1.0 -0.23
C 19.724982 4.109724 30.733379 -0.1 -0.9 0.0 -0.20
N 19.326223 3.478334 31.985791 -0.1 0.2 0.5 -0.06
C 17.885075 3.329633 32.171481 0.1 -0.2 -0.9 -0.21
C 17.591322 2.524681 33.418068 -0.6 -0.3 -0.4 -0.22
O 18.418817 1.355332 33.436792 0.1 0.7 0.4 -0.19
C 18.647401 0.911722 34.746836 0.1 -0.5 0.6 -0.13
H 17.122425 2.468875 27.573416 0.1 -0.1 -0.3 0.09
H 18.321734 1.284256 28.204181 0.0 -0.1 -0.5 0.09
H 18.861086 2.637871 27.119496 -0.2 -0.2 -0.2 0.07
H 20.248400 3.631747 28.702510 0.2 0.0 0.1 0.11
H 20.044405 2.187199 29.692987 0.0 0.0 0.3 0.13
H 19.068206 4.966689 30.581489 0.2 0.1 -0.2 0.12
H 20.765985 4.436008 30.791896 -0.1 0.2 0.2 0.11
H 19.706724 2.543352 32.067126 0.3 0.1 -0.1 0.09
H 17.414484 2.830336 31.313735 0.1 -0.1 0.0 0.11
H 17.411937 4.315505 32.184076 0.0 0.0 0.4 0.12
H 16.550904 2.184775 33.352804 -0.1 0.1 0.2 0.12
H 17.677630 3.127589 34.324080 0.4 -0.1 0.1 0.11
H 19.493432 0.220637 34.770475 -0.1 0.0 -0.3 0.08
H 17.779345 0.384785 35.167849 0.0 0.1 -0.1 0.09
H 18.905986 1.715812 35.445495 -0.1 0.2 -0.2 0.08
C 13.532246 3.164491 20.939571 0.0 -0.4 0.5 -0.10
O 12.361287 2.822641 20.232580 0.1 0.6 -1.0 -0.20
C 12.046754 1.462451 20.155192 -1.6 -0.1 0.7 -0.24
C 11.005473 1.227468 19.045857 1.5 0.5 -0.5 -0.19
N 11.615896 1.193847 17.703653 -0.6 -0.3 0.1 -0.07
C 12.189073 -0.113261 17.386179 0.9 1.4 -0.6 -0.21
C 12.948251 0.008000 16.061306 0.0 -0.4 -0.9 -0.22
O 14.247517 0.549858 16.186038 0.5 0.4 0.0 -0.19
C 15.229740 -0.265817 16.758921 -0.5 -1.1 1.2 -0.12
H 13.445443 2.924885 22.005915 0.0 -0.2 0.0 0.08
H 13.663467 4.243314 20.889361 0.1 0.0 -0.3 0.08
H 14.394066 2.630059 20.532494 0.2 0.2 0.0 0.09
H 11.503121 1.228969 21.085568 0.5 -0.5 0.2 0.12
H 12.903649 0.798949 20.010605 0.2 0.1 0.1 0.11
H 10.294803 2.054603 19.054216 -0.2 -0.2 0.3 0.11
H 10.540494 0.256762 19.212374 -0.3 0.1 0.1 0.11
H 12.360288 1.882307 17.656849 -0.1 0.1 0.0 0.11
H 11.409847 -0.870173 17.330184 0.0 -0.1 0.1 0.12
H 12.969592 -0.345838 18.124708 -0.3 -0.7 0.1 0.09
H 12.521022 0.679327 15.313170 -0.7 0.2 0.6 0.12
H 12.939963 -0.947593 15.511425 0.5 -0.2 0.4 0.12
H 16.202968 0.211937 16.805821 -0.1 0.2 -0.5 0.09
H 15.270564 -1.260407 16.296561 0.2 0.2 -0.5 0.09
H 14.997467 -0.520562 17.806333 -0.1 0.3 0.0 0.07
C 18.336518 6.586901 26.959566 0.3 0.4 -0.5 -0.10
O 17.613703 7.809838 26.910278 0.4 -0.5 -0.2 -0.20
C 17.076970 8.101663 25.621013 -0.8 0.8 1.0 -0.22
C 16.138393 7.029775 25.060701 0.8 1.0 0.2 -0.18
N 15.384490 7.582761 23.912317 0.9 -1.2 0.9 -0.03
C 15.942130 7.179281 22.641066 -1.6 0.7 -2.4 -0.20
C 16.832724 8.260866 22.008047 0.7 1.8 -0.2 -0.23
O 17.224901 7.990491 20.685278 -0.7 -1.5 -0.6 -0.23
C 18.232255 8.743487 20.023164 -1.1 -0.6 1.3 -0.09
H 19.058583 6.548663 26.130722 -0.1 -0.2 -0.1 0.08
H 17.655661 5.737148 26.887934 0.2 -0.2 0.2 0.08
H 18.942970 6.564874 27.864136 -0.3 0.0 0.2 0.08
H 17.827872 8.435441 24.893777 0.3 -0.4 0.1 0.11
H 16.486233 8.988329 25.871839 -0.1 0.0 -0.5 0.12
H 15.420944 6.799083 25.850548 0.1 -0.3 0.0 0.13
H 16.763448 6.166840 24.808642 -0.5 -0.3 -0.2 0.10
H 14.471780 7.158934 24.030737 -0.1 0.4 -0.5 0.05
H 15.088048 7.273004 21.945424 -0.1 -0.2 0.0 0.10
H 16.184766 6.129482 22.436494 0.9 0.0 0.8 0.12
H 17.733131 8.593559 22.548884 -0.2 -0.4 0.5 0.10
H 16.190515 9.153766 21.923692 0.0 0.0 0.6 0.12
H 17.899294 9.773538 19.866390 0.2 0.1 -0.1 0.08
H 18.313401 8.196214 19.089465 0.5 0.3 -0.2 0.09
H 19.127105 8.705014 20.648512 0.3 0.2 -0.4 0.07
C 20.009764 -5.245379 25.132083 0.8 0.1 -0.5 -0.14
O 19.362137 -4.076110 24.720254 -0.7 -0.1 -0.7 -0.21
C 19.091483 -3.138561 25.762966 0.7 0.3 -1.1 -0.21
C 17.922320 -2.237575 25.362206 -0.2 -1.2 1.0 -0.19
N 16.725751 -3.049630 25.566531 -0.5 -0.9 -0.5 -0.07
C 15.425626 -2.443152 25.312750 1.1 1.3 0.1 -0.20
C 15.216185 -1.794677 23.929130 -0.6 -1.4 1.8 -0.22
O 15.023829 -2.858365 23.008246 0.1 0.5 -0.4 -0.20
C 15.280164 -2.460974 21.669061 0.4 -1.0 0.3 -0.11
H 20.267468 -5.887026 24.283742 -0.5 0.3 -0.3 0.08
H 19.383929 -5.850187 25.791546 0.3 0.1 0.5 0.09
H 21.011961 -4.977948 25.492891 -0.2 -0.2 0.8 0.09
H 19.982660 -2.506409 25.849140 0.1 -0.1 0.4 0.12
H 18.894610 -3.710680 26.669342 -0.2 0.4 0.3 0.12
H 18.027497 -1.858667 24.342818 0.3 0.1 0.0 0.11
H 17.936643 -1.423247 26.089602 -0.2 0.3 -0.2 0.12
H 16.813853 -3.875641 24.980956 0.1 0.0 0.0 0.10
H 15.385528 -1.633881 26.053487 -0.4 0.1 -0.1 0.12
H 14.601934 -3.123990 25.522180 0.2 -0.3 0.0 0.11
H 16.073682 -1.156178 23.721218 -0.3 0.3 -0.4 0.10
H 14.261495 -1.288193 24.110666 0.2 0.7 -0.8 0.12
H 16.363010 -2.504546 21.502519 0.0 0.5 -0.1 0.09
H 14.864856 -1.481798 21.428674 0.0 0.0 0.0 0.08
H 14.864114 -3.241353 21.028718 -0.2 0.2 0.0 0.08
C 12.555036 7.752941 19.591986 0.8 1.1 -0.7 -0.11
O 11.833820 8.701256 20.350497 0.2 0.2 0.4 -0.18
C 11.923136 8.388307 21.735682 -0.5 -0.9 -0.2 -0.23
C 11.568320 9.542532 22.648013 0.2 0.6 0.1 -0.19
N 12.134842 9.448506 23.988619 0.0 -0.3 0.2 -0.05
C 11.428843 8.635063 24.956976 -0.6 0.0 0.6 -0.21
C 11.358773 7.143407 24.689582 0.3 -0.4 0.0 -0.23
O 12.677664 6.682818 24.449941 -0.6 -0.4 0.1 -0.24
C 12.698143 5.302392 24.116604 0.6 0.3 -0.6 -0.08
H 13.600417 7.717305 19.925296 -0.2 -0.6 0.5 0.08
H 12.711358 8.181406 18.596988 -0.7 -0.2 -0.1 0.09
H 12.074452 6.777756 19.524887 0.0 -0.1 0.2 0.09
H 12.931827 8.038550 21.984963 0.1 0.1 -0.1 0.10
H 11.235675 7.547531 21.904977 0.2 -0.1 0.2 0.11
H 10.491124 9.674503 22.770539 0.0 0.0 -0.2 0.12
H 11.960773 10.453236 22.183703 -0.1 0.0 0.0 0.12
H 13.082886 9.080585 23.950624 0.1 0.3 -0.1 0.09
H 10.396824 8.962735 25.136696 0.0 0.3 -0.5 0.12
H 11.888071 8.810529 25.933903 0.3 -0.2 -0.1 0.12
H 10.708324 6.877188 23.844668 0.1 0.2 -0.1 0.11
H 10.943105 6.586263 25.542119 0.0 0.3 0.2 0.12
H 12.299792 5.150684 23.106540 -0.3 0.0 0.1 0.09
H 12.155248 4.685700 24.835311 0.0 0.0 0.1 0.10
H 13.751794 5.021410 24.066353 -0.1 -0.3 0.2 0.08
C 22.652048 0.699551 20.008900 0.5 -0.4 -2.3 -0.16
O 21.712924 1.533622 20.612544 0.6 -1.3 0.2 -0.16
C 20.717995 0.750343 21.259495 -1.5 1.6 0.5 -0.22
C 20.762749 0.730941 22.781792 -0.2 -0.4 -0.3 -0.20
N 20.634001 2.045060 23.435242 0.5 -1.6 -0.1 0.00
C 20.992225 1.896998 24.840558 -0.8 1.1 0.6 -0.21
C 21.253375 3.240692 25.504145 1.2 0.7 0.7 -0.20
O 22.475427 3.898047 25.121252 -0.1 -0.3 -0.1 -0.19
C 23.566132 3.556043 25.935756 -0.4 0.0 0.1 -0.13
H 23.340213 1.208277 19.318013 0.0 0.9 0.8 0.08
H 22.187596 0.091862 19.208393 -0.4 -0.5 0.6 0.08
H 23.280811 0.034181 20.606948 -0.3 0.1 0.6 0.08
H 20.525187 -0.259356 20.882928 0.9 -0.1 -0.2 0.12
H 19.768718 1.253807 21.025222 0.1 0.2 0.0 0.11
H 21.630676 0.179193 23.151967 0.2 0.2 0.0 0.11
H 19.884726 0.104086 23.014893 0.1 -0.2 0.3 0.11
H 19.631985 2.214766 23.386014 0.3 0.6 0.1 0.05
H 21.850253 1.247484 25.021881 0.2 0.1 -0.5 0.11
H 20.188913 1.452546 25.451144 -0.2 -0.2 -0.2 0.11
H 21.351492 3.088389 26.590834 -0.3 -0.2 0.0 0.09
H 20.510548 4.028562 25.389207 -0.5 -0.5 -0.5 0.11
H 23.300086 3.676546 26.996359 0.1 0.1 0.0 0.08
H 24.377294 4.236998 25.684591 0.1 -0.1 0.0 0.08
H 23.884564 2.512632 25.818699 0.1 0.0 -0.2 0.08
C 22.504605 7.437874 24.019875 -0.3 1.0 0.8 -0.14
O 21.735404 6.611184 23.213441 0.3 -0.2 -0.1 -0.17
C 20.485472 7.137449 22.801363 0.5 -1.0 0.0 -0.21
C 19.492062 5.959808 22.810656 -0.4 2.2 -0.5 -0.20
N 19.722063 4.894753 21.872323 0.2 -0.7 0.2 -0.01
C 19.269241 5.279164 20.542370 -1.3 -0.4 0.8 -0.19
C 19.546177 4.243645 19.476004 0.0 0.1 0.1 -0.23
O 20.926503 3.980740 19.343854 -0.2 0.8 -1.1 -0.18
C 21.270242 3.737913 17.985787 0.4 -0.6 1.3 -0.11
H 22.475769 8.487908 23.690289 0.2 -0.1 -0.3 0.08
H 23.541149 7.114405 24.096880 0.0 -0.3 -0.4 0.08
H 22.138678 7.482646 25.059704 -0.2 -0.2 0.0 0.08
H 20.628886 7.633252 21.835418 -0.1 0.0 -0.1 0.10
H 20.106188 7.885112 23.508969 0.0 0.0 0.1 0.11
H 18.536367 6.447837 22.541957 -0.2 -0.1 0.5 0.09
H 19.459106 5.722388 23.871325 -0.1 -0.9 -0.2 0.10
H 19.073387 4.155465 22.130841 0.5 -0.3 0.3 0.06
H 19.575494 6.315943 20.402979 0.3 -0.2 -0.9 0.10
H 18.160783 5.289784 20.571176 0.0 0.5 -0.2 0.12
H 19.033215 4.563852 18.554915 0.6 0.4 -0.2 0.12
H 19.000504 3.305839 19.665848 0.2 0.0 0.6 0.12
H 21.099916 4.605173 17.344222 -0.3 -0.1 -0.1 0.08
H 20.734334 2.832036 17.682232 0.0 0.2 -0.6 0.09
H 22.337797 3.512275 17.995863 0.0 0.0 -0.1 0.08
```
Forces are in eV/Å.

For the LUMO energy, the calculation gives 2.220 eV. The calculation puts the molar mass at 1031.8 g/mol. For the relative energy (zero: lowest compared OMol25 entry of this formula, charge and spin), the calculation gives 198.4 kJ/mol. The total charge is -1. As for the multiplicity: 1. The calculation puts the HOMO energy at -5.591 eV. The value obtained for the maximum force is 2.99 eV/Å. The value obtained for the total energy is -3860.4469 Ha.

=====

> What is the multiplicity in the first record?

1

=====

> Among the records above, which one has the lowest LUMO energy?

C35H55BBr8N3O5PS3